No. 1
{"formula": "C3H7N2O2", "method": "ωB97M-V/def2-TZVPD", "spin_multiplicity": 1, "largest_force_ev_per_a": 3.538, "de_lowest_kj_mol": 211.9, "smiles": "C[C@@H]1ONC(=[NH2+])O1", "e_homo_ev": -14.96, "charge": 1, "e_lumo_ev": -3.6, "energy_ha": -378.17311, "elements": ["C", "C", "O", "N", "C", "N", "O", "H", "H", "H", "H", "H", "H", "H"], "xyz": [[2.037500, -0.509992, 0.331842], [1.011885, 0.217890, -0.556313], [0.561258, 1.553769, -0.124522], [-0.778158, 1.287631, 0.395926], [-1.123016, 0.060283, -0.052293], [-2.251004, -0.561478, 0.120015], [-0.156484, -0.681126, -0.450716], [1.499192, -0.439352, 1.364338], [3.000588, -0.053586, 0.147485], [2.000329, -1.635103, 0.024777], [1.198174, 0.352175, -1.626603], [-1.507686, 2.031895, 0.237800], [-3.174686, -0.049137, 0.283347], [-2.317894, -1.573867, -0.095088]], "atomic_forces_ev_per_a": [[-2.4, -0.6, 0.0], [0.5, -0.7, -0.1], [-1.4, -1.3, 0.5], [-0.4, 0.4, -1.2], [-0.2, -0.8, 1.3], [-3.5, 0.4, 0.1], [0.7, 1.5, -0.8], [1.9, 0.0, -1.4], [0.3, -0.1, 0.8], [0.3, 2.1, 0.4], [0.4, -0.3, 0.3], [1.6, -0.5, 0.2], [2.0, -1.1, -0.1], [0.2, 1.2, 0.1]]}

No. 2
{"formula": "C2HCl2F", "method": "ωB97M-V/def2-TZVPD", "spin_multiplicity": 1, "largest_force_ev_per_a": 4.797, "de_lowest_kj_mol": 64.2, "smiles": "FC=C(Cl)Cl", "e_homo_ev": -9.41, "e_lumo_ev": 0.7, "energy_ha": -1097.00510, "elements": ["F", "C", "C", "Cl", "Cl", "H"], "xyz": [[-1.025955, -1.626766, 0.073198], [-0.663083, -0.299379, 0.013881], [0.613810, 0.233277, -0.059189], [0.589366, 1.888407, -0.010784], [2.069707, -0.644547, -0.039911], [-1.583843, 0.449007, 0.022806]], "atomic_forces_ev_per_a": [[1.0, 1.8, -0.2], [-0.2, 1.1, -0.1], [-3.7, -3.0, 0.5], [0.8, 2.1, -0.1], [0.0, 0.0, -0.1], [2.1, -2.0, 0.0]]}

No. 3
{"formula": "C14H33AuGeN2O4", "method": "ωB97M-V/def2-TZVPD", "spin_multiplicity": 4, "largest_force_ev_per_a": 0.178, "e_homo_ev": [-19.15, -19.14], "charge": 3, "e_lumo_ev": [-8.8, -13.0], "energy_ha": -3175.18326, "elements": ["Au", "C", "C", "C", "C", "O", "Ge", "O", "C", "C", "C", "C", "O", "C", "C", "C", "C", "H", "H", "H", "H", "H", "H", "H", "H", "H", "H", "H", "H", "H", "H", "H", "H", "H", "H", "H", "H", "H", "H", "H", "H", "H", "H", "H", "C", "N", "C", "N", "O", "H", "H", "H", "H", "H", "H"], "xyz": [[0.013046, 0.798968, -0.670581], [-0.382034, 2.830163, 2.198349], [-1.213794, 1.592116, 1.931509], [-1.771578, 0.976632, 3.196582], [-2.299688, 1.838801, 0.902427], [-0.310294, 0.541967, 1.308730], [1.240072, -0.095895, 2.266638], [0.795695, -1.936283, 1.790413], [0.369503, -2.895075, 2.618346], [-0.310156, -2.442564, 3.890524], [-0.268479, -4.061704, 1.883501], [1.904206, -3.578389, 3.156266], [1.977758, 0.008419, 0.299387], [3.231961, -0.175551, -0.135488], [3.344467, -0.367036, -1.633800], [3.926533, 1.412509, 0.142752], [4.065033, -1.100430, 0.733553], [-1.016236, 3.619403, 2.602398], [0.074045, 3.213252, 1.281476], [0.400155, 2.639204, 2.936520], [-2.440409, 1.688890, 3.681103], [-0.980073, 0.755755, 3.919108], [-2.341355, 0.072904, 2.982504], [-3.003920, 2.586505, 1.271953], [-2.863234, 0.931899, 0.682469], [-1.895044, 2.285834, -0.025002], [-1.274240, -2.000167, 3.626746], [0.279967, -1.708433, 4.445174], [-0.502570, -3.286342, 4.549845], [-1.248444, -3.726011, 1.534089], [-0.414989, -4.907093, 2.551641], [0.323967, -4.368331, 1.024223], [2.418666, -2.784904, 3.688095], [2.408457, -3.930224, 2.264988], [1.544701, -4.374000, 3.802610], [2.795999, 0.397507, -2.181005], [2.918264, -1.346233, -1.870320], [4.387042, -0.361463, -1.943334], [3.345095, 2.108942, -0.450722], [4.935591, 1.253341, -0.228246], [3.876255, 1.586293, 1.212520], [3.666517, -2.111393, 0.618593], [4.041569, -0.818102, 1.787495], [5.101090, -1.100003, 0.401452], [-2.097290, -0.240932, -2.667430], [-1.553268, 0.656421, -3.674010], [-0.328595, 1.169040, -3.639569], [0.157477, 1.826938, -4.680684], [0.455835, 1.038230, -2.615490], [-3.050386, -0.621997, -3.025227], [-2.313123, 0.289287, -1.729887], [-1.438793, -1.093048, -2.498669], [-2.118379, 0.838280, -4.490219], [-0.324002, 1.873295, -5.565618], [1.057571, 2.273152, -4.609301]], "atomic_forces_ev_per_a": [[0.0, -0.2, -0.1], [0.0, 0.0, 0.0], [0.0, 0.0, 0.0], [0.0, 0.0, 0.0], [0.0, 0.1, 0.0], [0.0, 0.0, 0.1], [-0.1, -0.1, 0.0], [0.0, 0.1, 0.0], [0.0, 0.0, 0.0], [0.0, 0.0, 0.1], [0.0, 0.0, 0.0], [0.0, 0.0, 0.0], [0.1, 0.0, 0.0], [-0.1, -0.1, -0.1], [0.0, 0.0, 0.0], [0.1, 0.1, 0.0], [0.0, 0.0, 0.0], [0.0, 0.0, 0.0], [0.0, 0.0, 0.0], [0.0, 0.0, 0.0], [0.0, 0.0, 0.0], [0.0, 0.0, 0.0], [0.0, 0.0, 0.0], [0.0, 0.0, 0.0], [0.0, 0.0, 0.0], [0.0, -0.1, 0.0], [0.0, 0.0, 0.0], [0.0, 0.0, 0.0], [0.0, 0.0, 0.0], [0.0, 0.0, 0.0], [0.0, 0.0, 0.0], [0.0, 0.0, 0.0], [0.0, 0.0, 0.0], [0.0, 0.0, 0.0], [0.0, 0.0, 0.0], [0.0, 0.0, 0.0], [0.0, 0.0, 0.0], [0.0, 0.0, 0.0], [0.0, 0.0, 0.0], [0.0, 0.0, 0.0], [0.0, 0.0, 0.0], [0.0, 0.0, 0.0], [0.0, 0.0, 0.0], [0.0, 0.0, 0.0], [0.0, 0.0, 0.0], [0.0, 0.0, 0.0], [0.0, 0.0, 0.0], [0.0, 0.0, 0.0], [0.0, 0.1, 0.0], [0.0, 0.0, 0.0], [0.0, 0.0, 0.0], [0.0, 0.0, 0.0], [0.0, 0.0, 0.0], [0.0, 0.0, 0.0], [0.0, 0.0, 0.0]]}

No. 4
{"formula": "C5H8O2S", "method": "ωB97M-V/def2-TZVPD", "spin_multiplicity": 1, "largest_force_ev_per_a": 4.722, "de_lowest_kj_mol": 159.4, "smiles": "CC(=O)[C@](C)(S)C=O", "e_homo_ev": -9.21, "e_lumo_ev": 0.2, "energy_ha": -743.92670, "elements": ["C", "C", "O", "C", "C", "S", "C", "O", "H", "H", "H", "H", "H", "H", "H", "H"], "xyz": [[1.199859, -0.493818, 1.667436], [0.991670, 0.186240, 0.356200], [1.898387, 0.766843, -0.217072], [-0.490363, 0.267107, -0.285464], [-0.643887, 1.445770, -1.176606], [-1.761493, 0.147350, 1.033216], [-0.306453, -1.264992, -1.183834], [-0.760650, -2.233592, -0.677615], [1.005591, 0.103387, 2.549957], [0.690235, -1.380876, 1.857242], [2.248559, -0.622258, 1.680811], [-0.155044, 2.229027, -0.559756], [-1.615199, 1.739275, -1.528003], [-0.113436, 1.311894, -2.104243], [-2.413077, -0.993977, 0.689227], [0.225302, -1.207382, -2.101503]], "atomic_forces_ev_per_a": [[0.8, 1.1, 0.0], [-1.3, 1.9, -0.8], [-0.8, -0.8, 0.4], [1.2, -3.8, -0.4], [1.1, 0.9, 0.4], [0.1, -0.2, -0.4], [-1.9, 2.6, 3.4], [0.1, -0.7, -0.5], [-0.4, 0.7, -0.2], [-1.0, -1.6, -0.2], [1.3, -0.6, 0.2], [-0.5, 0.3, -1.1], [-0.8, -0.2, 0.6], [0.8, 0.0, -0.2], [0.5, 0.3, -0.2], [0.8, 0.2, -1.2]]}

No. 5
{"formula": "C16H19InN2O7S2", "method": "ωB97M-V/def2-TZVPD", "spin_multiplicity": 1, "largest_force_ev_per_a": 3.904, "de_lowest_kj_mol": 78.5, "e_homo_ev": -8.31, "e_lumo_ev": -0.2, "energy_ha": -2243.85741, "elements": ["In", "O", "C", "C", "N", "C", "C", "O", "O", "C", "C", "O", "O", "H", "H", "H", "H", "H", "H", "H", "H", "H", "O", "C", "O", "C", "C", "C", "C", "C", "C", "H", "H", "H", "H", "H", "S", "C", "N", "C", "C", "S", "H", "H", "H", "H", "H"], "xyz": [[0.082160, 1.141411, -2.273570], [-1.667621, -0.192720, -3.193908], [-1.209975, -1.001530, -4.277777], [-0.249356, -0.248548, -5.202276], [0.894379, 0.231536, -4.480116], [1.974900, -0.608053, -4.112145], [2.680238, -0.254542, -2.800246], [3.839200, -0.637102, -2.600591], [1.969425, 0.365080, -1.846679], [1.418365, 1.537693, -5.023723], [0.570693, 2.780953, -4.730533], [0.591514, 3.769130, -5.488915], [-0.126321, 2.802637, -3.577913], [-1.733701, -0.873446, -2.446973], [-2.035594, -1.287464, -4.873999], [-0.760474, -1.931492, -3.817545], [-0.670307, 0.650521, -5.678258], [0.089610, -1.003139, -5.933473], [2.654850, -0.629393, -4.945449], [1.578156, -1.650329, -3.911336], [1.492142, 1.397096, -6.113845], [2.443172, 1.629204, -4.657947], [-0.989828, 1.128046, -0.445049], [-1.323363, -0.152776, -0.190762], [-1.004270, -1.188469, -0.876604], [-1.950049, -0.350244, 1.129473], [-1.701123, -1.512070, 1.836515], [-1.939734, -1.529055, 3.222147], [-2.713142, -0.559377, 3.802818], [-3.132805, 0.491239, 2.995692], [-2.675324, 0.696161, 1.708000], [-1.295362, -2.428826, 1.442759], [-1.599145, -2.451375, 3.739835], [-3.031821, -0.642965, 4.857846], [-3.834605, 1.244432, 3.367404], [-2.945831, 1.523069, 1.062253], [3.420274, -0.408542, 3.374354], [2.324549, -0.277942, 4.596257], [2.110608, 0.745367, 5.471954], [1.364874, 0.457646, 6.695919], [0.416045, -0.629398, 6.303444], [1.263862, -1.593521, 5.055992], [2.781592, 1.491575, 5.369459], [0.871322, 1.374499, 7.061214], [2.053744, 0.143932, 7.465629], [-0.513735, -0.203769, 5.856052], [0.217816, -1.355140, 7.084614]], "atomic_forces_ev_per_a": [[-0.1, -0.4, -0.8], [0.3, -0.8, 0.8], [1.0, -0.2, 0.3], [0.4, -1.0, 0.2], [-0.5, 3.5, 1.8], [-0.4, -2.1, 0.4], [1.8, -0.2, 1.7], [-2.4, 0.8, -0.8], [0.0, -0.1, -1.3], [-0.3, -1.3, -0.7], [-0.5, 2.7, 0.0], [0.1, -2.8, 1.6], [0.9, -1.1, -0.5], [0.1, 1.4, -0.3], [-1.1, -0.5, -0.5], [-0.1, 0.9, -0.8], [-0.4, -0.7, 0.0], [-0.3, 0.4, -0.3], [0.8, -0.5, -0.1], [0.5, 0.9, -0.4], [0.1, 0.4, 0.2], [-0.2, 0.5, 0.1], [-0.3, -2.5, -1.1], [1.4, -0.9, -0.6], [-0.7, 3.1, 0.7], [0.0, 0.4, -0.2], [0.2, 0.0, 1.4], [0.1, -1.8, -0.7], [-0.3, 0.2, 0.5], [-0.8, 1.7, 0.3], [0.1, -1.3, 0.0], [0.4, 0.3, -0.6], [-0.4, 0.9, -0.1], [0.2, 0.2, -0.7], [0.3, -0.3, 0.2], [0.0, 0.2, 0.5], [-0.3, 0.4, 0.3], [-0.1, -0.1, 0.5], [0.5, -0.1, -1.0], [0.5, 1.1, -0.2], [-1.2, -0.2, -0.5], [0.3, -0.4, -0.6], [-0.1, 0.2, 0.4], [0.0, -0.4, -0.3], [0.3, -0.3, 0.4], [0.5, -0.4, 0.5], [-0.4, 0.4, 0.4]]}